Computed, not measured: 17 unconnected molecules or ions with the total composition H35O17, with the ωB97M-V functional and the def2-TZVPD basis.

XYZ file:
```
52
Properties=species:S:1:pos:R:3:lowdin_charge:R:1
O -0.950 2.391 3.380 -0.11
H -4.840 1.924 2.230 -0.04
H -1.102 1.462 3.733 0.00
O 2.100 0.679 -3.425 -0.04
H 1.233 3.998 1.724 0.07
H -1.494 -0.953 5.232 0.12
O -1.852 0.199 -0.543 -0.13
H -2.102 0.779 -1.462 0.17
H -2.543 -0.441 -0.844 0.06
O 1.480 -1.796 -3.533 -0.06
H 0.912 -2.405 -4.040 0.06
H 2.779 -4.303 0.070 0.01
O -3.793 -2.790 -1.648 0.02
H -0.404 -3.811 -1.198 0.14
O 1.034 -1.272 -0.583 0.08
H 1.074 -0.420 -0.782 -0.02
H 3.301 -0.535 -1.424 0.17
O -1.786 -0.167 4.624 -0.12
H 0.693 -1.645 -1.398 0.07
H -1.590 0.552 5.305 0.09
O 0.408 -3.841 -1.812 -0.05
H -4.678 -3.113 -1.336 0.09
H 0.427 -4.745 -2.017 0.04
O 3.571 2.603 -1.007 0.01
H -0.825 -0.162 0.527 -0.02
H 3.235 3.383 -0.789 -0.06
O 3.371 -1.080 -0.561 0.13
H 2.353 -1.592 -0.277 0.17
H 4.029 -1.742 -0.746 0.11
O -0.962 2.455 -1.942 -0.06
H -0.997 3.377 -1.568 0.10
H -0.156 2.270 -1.492 -0.04
O 1.785 4.234 0.932 -0.08
H -1.374 -0.164 2.068 -0.01
H 2.476 4.742 1.425 0.08
O -3.472 -1.534 2.804 -0.07
H -3.753 -2.366 3.278 0.07
H -3.539 -0.735 3.302 -0.02
O -3.981 2.055 2.256 0.08
H -3.554 1.814 2.989 -0.05
H 2.656 1.318 -3.073 -0.01
O 2.739 -3.750 -0.661 -0.06
H 1.998 -4.129 -1.284 0.07
H 1.282 1.253 -3.610 0.11
O -0.648 0.051 1.492 -0.11
H 1.140 -0.909 -3.547 -0.01
H 0.048 2.233 3.187 0.07
O 1.042 1.857 -0.108 -0.11
H 1.704 2.282 0.593 0.10
H 0.179 1.552 0.116 -0.01
H -3.352 -3.441 -1.974 -0.09
H 4.098 2.318 -0.237 0.07
```

Lowest unoccupied orbital energy ... -2.62 eV
Orbital gap ... 9.7 eV
E_HOMO ... -12.37 eV
Net charge ... +1



Computed, not measured: 19 unconnected molecules or ions with the total composition H37O19, with the ωB97M-V functional and the def2-TZVPD basis.

XYZ file:
```
56
Properties=species:S:1:pos:R:3:lowdin_charge:R:1
O 0.926 -3.900 1.038 -0.05
H 1.275 -4.443 0.314 0.06
H 0.840 -2.992 0.727 -0.02
O 2.995 1.872 3.318 -0.07
H -0.680 -0.554 0.393 0.03
H 2.954 0.899 3.308 0.01
O -1.185 3.865 -1.957 -0.11
H -2.468 -3.364 1.342 0.00
H 4.867 0.448 -1.230 0.06
O 2.885 3.583 -0.283 0.00
H 2.981 2.761 0.074 -0.03
H 2.088 4.026 -0.560 0.03
O 1.504 1.381 -2.821 -0.06
H 1.240 1.836 -3.669 0.08
H -0.395 1.211 -1.423 0.04
O 2.642 -2.292 -0.503 -0.07
H 1.770 -2.684 -0.473 -0.03
H 2.478 -1.770 -1.334 0.04
O 4.585 -0.437 -1.547 -0.05
H 0.576 1.125 -2.573 -0.01
H 3.938 0.004 -2.096 0.01
O -2.452 -3.098 2.272 -0.10
H -2.608 -1.306 -2.019 0.08
O -3.797 0.738 0.498 -0.03
H 0.420 -1.441 -3.343 0.05
H -3.908 1.016 -0.434 0.06
O -0.791 3.145 0.470 -0.06
H 0.148 3.005 0.165 0.06
H -1.015 2.300 0.014 -0.01
O -0.120 1.539 3.506 -0.08
H 0.642 1.199 3.073 -0.04
H -0.801 0.757 3.532 0.05
O -0.717 0.542 -0.778 0.01
H -0.789 4.702 -2.137 0.02
H -1.611 -0.127 -1.873 0.01
O 0.650 -1.784 -2.468 -0.05
H -2.121 1.298 -3.759 0.04
H -1.497 -2.796 2.480 0.07
O -1.812 -0.919 -2.463 -0.07
H -1.832 3.814 -1.110 0.12
H -3.132 1.270 0.894 0.01
O 2.598 -0.963 2.272 -0.09
H 2.845 -1.810 1.780 0.07
H 2.388 -0.305 1.567 0.04
O -1.539 0.788 -4.356 -0.09
H -1.830 -0.176 -4.223 0.06
H -0.056 -1.539 -1.856 0.00
O -3.351 -2.698 -0.306 -0.11
H -2.649 -1.833 -0.101 0.13
H -4.063 -2.146 0.055 0.04
O -0.584 -1.219 1.163 -0.06
H 0.119 -1.169 1.777 0.02
H 2.210 2.451 3.355 0.04
O -2.184 -0.371 3.354 0.00
H -1.909 -0.268 2.498 -0.05
H -2.643 -1.169 3.462 0.02
```

Lowest unoccupied orbital energy (alpha / beta) ... -1.14 / -6.13 eV
Orbital gap (alpha / beta) ... 9.9 / 4.9 eV
E_HOMO (alpha / beta) ... -11.06 / -11.06 eV
Net charge ... 0
Multiplicity ... 2



Computed, not measured: a molecular structure, H38NaO19, with the ωB97M-V functional and the def2-TZVPD basis.

XYZ file:
```
58
Properties=species:S:1:pos:R:3:lowdin_charge:R:1
Na -0.002 -0.137 -0.015 0.41
O 2.425 -1.803 3.389 -0.04
H 1.904 -1.831 4.192 0.03
H 1.828 -1.449 2.729 -0.01
O -3.236 2.576 -0.247 -0.03
H -3.253 2.801 0.684 -0.02
H -2.314 2.400 -0.434 0.01
O -1.741 -1.639 -0.768 -0.02
H -2.661 -1.503 -0.540 0.05
H -1.681 -2.570 -0.980 0.05
O 2.694 3.374 -2.618 -0.04
H 2.218 3.492 -1.796 -0.02
H 2.020 3.433 -3.296 0.03
O -1.659 -0.067 4.715 -0.03
H -1.218 -0.908 4.598 0.04
H -2.237 -0.201 5.466 0.06
O 2.768 -3.809 0.185 -0.01
H 2.779 -4.688 0.565 0.10
H 3.513 -3.363 0.587 0.09
O 1.504 -0.840 -2.263 -0.04
H 2.398 -1.085 -2.502 0.03
H 1.000 -1.648 -2.361 -0.02
O 1.347 4.074 0.128 -0.02
H 0.423 4.319 0.162 0.06
H 1.779 4.680 0.730 0.07
O -0.414 3.427 2.639 -0.03
H 0.402 3.261 2.167 0.02
H -0.162 3.430 3.562 0.07
O -4.753 0.623 -2.242 -0.05
H -4.727 1.453 -1.767 0.01
H -4.469 -0.029 -1.601 0.00
O -1.888 0.412 1.801 -0.02
H -2.826 0.550 1.666 0.05
H -1.793 0.322 2.749 0.00
O -2.976 3.805 2.285 -0.05
H -3.176 3.454 3.153 0.05
H -2.076 3.526 2.115 -0.02
O 3.776 -2.648 -1.986 -0.04
H 3.137 -3.008 -1.371 -0.02
H 3.826 -3.297 -2.689 0.05
O 0.454 -3.313 -2.806 -0.02
H -0.299 -3.614 -3.315 0.07
H 1.214 -3.579 -3.323 0.06
O 0.930 0.405 -5.618 -0.05
H 1.844 0.172 -5.783 0.03
H 0.634 -0.231 -4.967 0.01
O -1.644 -3.650 1.775 -0.02
H -2.131 -3.990 1.024 0.05
H -2.148 -2.890 2.064 0.05
O -0.225 1.741 -1.614 -0.02
H 0.321 1.302 -2.266 0.04
H -0.279 2.647 -1.917 0.06
O 0.761 -2.351 0.816 -0.05
H 1.536 -2.903 0.707 -0.02
H 0.053 -2.966 1.003 0.01
O 1.873 1.186 1.139 -0.02
H 1.984 1.953 0.578 0.02
H 2.641 1.192 1.710 0.06
```

Lowest unoccupied orbital energy ... -2.99 eV
Orbital gap ... 10.2 eV
E_HOMO ... -13.16 eV
Net charge ... +1



Computed, not measured: 19 unconnected molecules or ions with the total composition H38O19, with the ωB97M-V functional and the def2-TZVPD basis.

XYZ file:
```
57
Properties=species:S:1:pos:R:3:lowdin_charge:R:1
O -1.995 3.829 -2.317 0.06
H -2.336 3.106 -2.051 -0.11
H -2.162 4.559 -1.767 0.03
O 2.970 3.645 -2.412 -0.09
H 2.954 2.750 -1.990 0.04
H 2.523 3.276 -3.239 0.05
O -0.200 0.172 3.000 -0.10
H -0.439 0.522 2.088 0.07
H 0.715 -0.139 2.883 0.06
O 2.783 -1.321 -3.160 -0.06
H 2.368 -2.076 -2.827 -0.03
H 2.827 -1.406 -4.174 0.12
O -2.925 -1.574 -0.498 -0.13
H -3.400 -0.886 -1.003 0.03
H -2.099 -1.078 0.022 0.11
O 4.013 0.981 1.615 -0.09
H 4.920 0.639 1.775 0.06
H 3.654 0.207 1.110 0.01
O -4.344 0.971 -0.171 -0.08
H -4.636 1.022 -1.111 0.06
H -5.068 0.872 0.484 0.06
O 0.312 1.119 -4.160 -0.04
H -0.532 1.437 -4.454 0.03
H 0.910 1.849 -3.981 0.02
O -0.331 -0.903 0.149 -0.03
H -0.351 -0.928 1.198 0.08
H 0.528 -0.890 -0.023 -0.04
O 1.498 -2.968 -1.070 -0.05
H 0.598 -3.293 -0.915 0.00
H 1.893 -3.837 -0.951 0.06
O -1.328 -3.470 -1.237 -0.03
H -1.846 -2.747 -0.837 -0.02
H -1.458 -3.465 -2.136 0.00
O 3.979 -0.939 -0.766 -0.17
H 3.367 -0.778 -1.633 0.05
H 3.499 -1.881 -0.751 0.07
O -0.460 2.803 3.141 -0.05
H -0.363 1.925 3.055 -0.10
H -1.297 3.031 3.648 0.10
O -0.316 -4.485 1.828 0.11
H -0.621 -3.706 1.955 -0.08
H 0.014 -4.549 1.027 -0.05
O 0.929 -2.029 2.615 0.00
H 0.196 -1.879 3.184 0.02
H 1.107 -2.805 3.040 0.02
O -1.323 4.495 1.908 -0.06
H -0.460 4.556 1.474 0.05
H -1.883 3.836 1.592 -0.01
O 1.261 1.567 0.807 -0.09
H 1.869 0.704 0.714 0.08
H 1.926 2.219 1.078 0.05
O -1.735 0.647 -1.744 -0.05
H -1.534 -0.188 -2.061 -0.01
H -0.992 1.304 -1.590 0.08
O -2.276 -1.263 3.615 -0.10
H -1.913 -0.755 2.752 0.08
H -2.995 -1.803 3.272 0.03
```

Lowest unoccupied orbital energy ... -0.22 eV
Orbital gap ... 9.3 eV
E_HOMO ... -9.54 eV
Net charge ... 0



Computed, not measured: 19 unconnected molecules or ions with the total composition H39O19, with the ωB97M-V functional and the def2-TZVPD basis.

XYZ file:
```
58
Properties=species:S:1:pos:R:3:lowdin_charge:R:1
O -1.506 3.123 0.587 -0.05
H -2.284 2.751 1.012 0.01
H -1.598 4.084 0.625 0.10
O -1.694 -0.140 -3.312 -0.05
H -1.632 -0.191 -2.330 0.07
H -2.495 -0.657 -3.494 0.10
O 0.138 0.880 4.284 -0.07
H 1.046 1.069 4.646 0.09
H 0.228 1.394 3.463 0.00
O 0.296 1.172 -4.449 -0.01
H -0.620 1.294 -4.146 0.06
H 0.759 1.411 -3.641 0.01
O -1.758 -4.303 0.625 -0.07
H -1.186 -3.874 1.285 -0.05
H -2.390 -4.938 0.958 0.04
O -0.797 1.330 -1.094 -0.06
H -0.726 1.790 -0.253 0.01
H -1.493 1.594 -1.693 0.06
O 1.078 -1.659 3.658 -0.07
H 0.376 -1.025 3.918 0.04
H 1.952 -1.206 3.506 0.08
O -1.250 0.368 1.314 -0.04
H -0.327 0.224 1.591 0.05
O 2.203 2.676 -0.062 -0.08
H 1.883 2.499 0.877 0.03
H 2.059 3.630 -0.065 0.07
O 2.730 -2.015 0.176 -0.06
H 3.451 -2.630 0.249 0.06
H 1.941 -3.302 -2.347 0.11
O 0.068 -3.076 1.680 -0.10
H -0.605 -3.360 2.311 0.05
H 0.665 -2.635 2.403 0.05
O 0.665 2.863 2.020 -0.05
H 0.602 3.581 2.637 0.08
H -0.219 2.805 1.607 0.01
O 0.800 -0.654 -1.345 -0.10
H 1.877 -2.504 0.431 0.09
H 0.119 0.115 -1.555 0.05
O 3.047 0.242 1.779 -0.11
H 2.717 0.900 0.994 0.08
H 3.253 -0.466 1.136 -0.01
O -3.080 -1.698 0.900 -0.08
H -3.360 -1.384 1.785 0.06
H -3.474 -2.586 0.714 0.07
O -3.816 2.092 1.599 -0.02
H -3.716 1.151 1.651 0.03
H -4.624 2.227 1.060 0.09
O 0.356 -1.449 -4.402 0.01
H 0.286 -0.350 -4.533 0.11
H -0.553 -1.572 -3.754 0.20
O 1.354 -2.509 -2.382 -0.07
H 1.696 -1.854 -1.711 0.02
H 1.066 -1.799 -3.638 0.10
O 2.109 2.100 -2.609 -0.07
H 2.393 2.989 -2.876 0.07
H 2.008 2.179 -1.632 -0.01
H 1.604 -0.176 -1.471 0.03
H -1.618 -0.516 1.314 0.00
```

Lowest unoccupied orbital energy ... -2.65 eV
Orbital gap ... 10.5 eV
E_HOMO ... -13.15 eV
Net charge ... +1



Computed, not measured: 19 unconnected molecules or ions with the total composition H39O19, with the ωB97M-V functional and the def2-TZVPD basis.

XYZ file:
```
58
Properties=species:S:1:pos:R:3:lowdin_charge:R:1
O -1.368 -0.417 -2.899 -0.05
H -1.104 -2.744 -0.912 -0.01
H -1.752 -1.031 -3.529 0.07
O 0.918 -2.273 1.363 -0.03
H 0.129 -1.942 0.914 0.02
H 0.736 1.360 3.554 0.06
O -4.158 -0.960 -1.021 -0.04
H -4.250 0.733 1.979 0.07
H -0.364 -2.856 -2.297 0.00
O 0.103 2.626 3.609 0.02
H 1.846 -4.049 -1.000 -0.02
H -5.053 -1.110 -0.736 0.04
O 2.739 -0.121 1.627 0.01
H 3.688 -0.165 1.769 0.10
H -1.988 -3.143 1.030 0.09
O -1.820 -2.199 0.924 -0.04
H 0.518 0.038 2.949 0.06
H 1.728 3.655 -2.047 0.04
O 2.428 -4.647 -0.534 -0.04
H 0.571 -1.382 -2.350 0.00
H 0.615 -2.377 2.273 0.06
O -1.219 -2.830 -1.852 -0.04
H 2.241 -0.960 1.588 0.05
O 3.442 -0.574 -2.420 -0.06
H 4.175 0.047 -2.343 0.05
H 2.936 -0.151 -1.709 0.02
O -2.404 3.615 1.593 -0.04
H -0.839 2.693 3.435 0.07
H 1.671 0.483 -3.290 -0.01
O 0.885 -0.661 -1.794 -0.08
H -3.563 -0.442 -0.489 -0.01
H -1.613 4.154 1.669 0.03
O -4.128 -0.190 1.729 -0.03
H -4.314 -0.723 2.509 0.07
H -2.289 3.030 0.835 0.00
O -1.195 0.361 2.550 -0.03
H -2.666 -1.749 1.032 0.02
H -1.016 3.095 -0.968 0.03
O 1.233 0.422 3.498 0.10
H 2.052 0.303 2.818 0.08
H 2.212 1.231 -4.447 0.04
O 1.871 2.773 1.442 -0.03
H 2.726 3.184 1.331 0.06
H 2.117 -4.806 0.354 0.03
O -1.411 2.228 -0.815 -0.04
H 1.020 3.097 1.164 0.02
H -0.914 1.688 -1.441 0.03
O 1.091 4.244 -1.640 -0.03
H -2.083 0.159 -2.620 0.04
H 1.326 4.425 -0.731 0.01
O 1.621 1.367 -3.699 -0.07
H -1.699 -0.269 3.079 0.07
H 0.685 3.372 3.464 0.09
O 1.644 -3.119 -2.960 -0.03
H 1.469 -3.999 -2.625 0.04
H 2.544 -2.926 -3.230 0.07
H -1.851 0.628 1.892 0.05
H 0.079 -0.196 -1.577 0.01
```

Lowest unoccupied orbital energy ... -3.16 eV
Orbital gap ... 9.7 eV
E_HOMO ... -12.81 eV
Net charge ... +1



Computed, not measured: 20 unconnected molecules or ions with the total composition H39O20, with the ωB97M-V functional and the def2-TZVPD basis.

XYZ file:
```
59
Properties=species:S:1:pos:R:3:lowdin_charge:R:1
O 1.488 -0.104 4.742 -0.07
H 0.967 -0.570 5.397 0.03
O -0.252 -4.917 0.401 -0.06
H 0.158 -4.200 0.888 0.01
H 0.176 -4.920 -0.459 0.03
O -2.183 -3.552 3.223 -0.07
H -2.636 -2.818 2.778 0.01
H -2.030 -4.073 2.418 0.03
O -0.470 -2.819 -2.785 -0.06
H 0.284 -2.208 -2.833 0.02
H 0.941 0.609 4.390 0.00
O -4.042 -0.463 -0.273 -0.08
H -3.138 -0.353 0.058 -0.02
H -4.113 -0.434 -1.208 0.01
O 0.047 4.598 -2.370 -0.05
H 0.150 4.094 -1.563 0.01
H -0.372 4.050 -3.023 0.02
O -1.928 0.000 1.283 -0.07
H -1.122 0.187 0.771 -0.02
H -1.734 -0.747 1.852 0.05
O -0.127 0.656 -0.551 -0.34
H -1.068 -2.221 -2.312 -0.01
H 5.651 1.254 -0.588 0.04
O -2.743 -2.805 -1.267 -0.04
H -2.131 -2.234 -0.817 0.00
H -2.492 -3.727 -1.220 0.05
O 3.267 -2.937 -1.297 -0.07
H 3.337 -3.114 -2.233 0.03
H 2.625 -2.213 -1.251 -0.03
O -2.404 2.915 0.086 -0.06
H -2.497 2.498 0.951 0.02
H -2.827 2.252 -0.466 0.00
O 1.890 2.228 0.099 -0.05
H 1.343 1.556 0.526 0.02
H 2.440 1.722 -0.508 0.01
O 1.766 -0.552 -1.607 -0.17
H 2.450 -0.540 -0.939 0.00
H 0.032 1.537 -0.881 0.00
O 5.324 2.141 -0.437 -0.05
H 0.869 -0.090 -1.151 -0.02
H 4.873 2.432 -1.242 -0.02
O 3.917 2.504 -2.699 -0.03
H 3.242 2.851 -2.115 0.04
H 3.600 2.186 -3.537 0.06
O -2.321 0.560 -2.073 -0.06
H -1.539 0.137 -1.688 0.00
H -2.186 0.743 -3.005 0.05
O -0.374 1.781 2.841 -0.03
H -0.400 2.723 2.692 0.04
H -0.386 1.338 1.994 -0.01
O 0.040 -1.854 0.529 -0.05
H -0.219 -1.202 -0.157 0.00
H 0.923 -1.526 0.717 0.05
O 3.696 4.076 1.134 -0.07
H 2.930 3.995 1.693 0.01
H 4.102 3.231 0.940 -0.02
O -4.808 -1.486 2.193 -0.05
H -4.729 -1.334 1.250 -0.01
H -5.259 -0.841 2.706 0.02
```

Lowest unoccupied orbital energy ... 2.10 eV
Orbital gap ... 9.8 eV
E_HOMO ... -7.66 eV
Net charge ... -1



Computed, not measured: a single H3INP molecule, with the ωB97M-V functional and the def2-TZVPD basis.

XYZ file:
```
6
Properties=species:S:1:pos:R:3:lowdin_charge:R:1
N 1.087 -0.981 -0.210 -0.33
P 0.054 0.145 -0.092 0.28
I -2.530 0.043 -0.331 0.17
H 1.353 -1.450 0.639 -0.02
H 0.041 0.995 1.085 -0.05
H -0.005 1.249 -1.091 -0.04
```

Lowest unoccupied orbital energy ... -0.57 eV
Orbital gap ... 9.2 eV
Structure (SMILES) ... N=[PH2]I
E_HOMO ... -9.72 eV
Net charge ... 0



How do the records compare in F_max? In the order shown, they have 9.1 5.8 1.5 9.4 4.5 2.3 2.3 3.4 eV Å⁻¹.
How do the records compare in energy above the lowest of the compared OMol25 structures with the same formula, charge and spin? In the order shown, they have 164.2 67.2 41.6 199.5 52.2 47.0 66.3 27.1 kcal/mol.
How do the records compare in total energy? In the order shown, they have -1299.64720 -1451.46940 -1614.53941 -1452.12177 -1452.65505 -1452.66326 -1528.25460 -695.56280 hartree.